23
Properties=species:S:1:pos:R:3:forces:R:3:mulliken_charge:R:1 method="wB97M-V/def2-TZVPD" total_charge=0 molar_mass_g_mol=122.211 smiles=Cc1ccccc1.CC relative_energy_ev=0.7475
C 0.99726 -2.77102 -1.09874 1.121 0.407 -0.217 -0.661
C 2.29652 -1.97727 -1.34697 -0.082 0.036 0.103 -0.895
H 1.26461 -3.82380 -1.10242 -0.353 -0.208 -0.103 0.313
H 0.52532 -2.55564 -0.14789 -0.205 0.269 0.020 0.179
H 0.36340 -2.50948 -1.94221 -0.487 -0.441 0.183 0.212
H 2.88533 -1.71250 -0.46783 0.061 -0.551 0.101 0.271
H 2.89303 -2.51164 -2.08508 0.299 -0.040 0.206 0.308
H 2.09999 -1.02224 -1.79773 -0.376 0.559 -0.274 0.275
C -1.03072 3.01656 -0.67370 0.161 -0.194 0.400 -1.370
C -1.81882 -0.25380 1.07046 -1.031 0.744 -0.434 -0.356
C -1.82792 0.76614 0.09951 0.748 -0.970 0.231 -0.507
C -0.81384 -0.34721 1.99473 0.380 0.337 0.163 -0.643
C -0.90807 1.79245 0.20317 -0.267 0.178 -0.147 0.918
C 0.25383 0.56124 1.93103 -0.322 0.027 -0.255 -0.374
C 0.10413 1.70479 1.17323 -0.353 -0.020 -0.662 -0.542
H -2.71555 -0.86091 1.12712 0.297 -0.415 -0.024 0.377
H -2.44691 0.62939 -0.77944 -0.400 0.500 0.215 0.339
H -0.90521 -1.02592 2.82464 0.325 -0.546 -0.098 0.401
H 1.21708 0.34557 2.35783 -0.041 0.189 0.912 0.402
H -0.05592 3.47471 -0.79987 0.082 0.256 -0.019 0.360
H -1.69914 3.71221 -0.16200 0.054 0.195 -0.224 0.293
H 0.75008 2.56284 1.28671 0.506 -0.175 -0.135 0.348
H -1.42846 2.80552 -1.66455 -0.117 -0.137 0.059 0.354

***

23
Properties=species:S:1:pos:R:3:forces:R:3:mulliken_charge:R:1 method="wB97M-V/def2-TZVPD" total_charge=0 molar_mass_g_mol=122.211 smiles=Cc1ccccc1.CC relative_energy_ev=1.5278
C 0.40604 0.01959 -3.12016 -0.523 -0.103 -0.805 -1.295
C -0.54457 0.28443 -0.89025 -2.052 -0.481 3.565 -0.393
C -0.06153 0.90174 -2.02572 -1.120 -0.946 0.673 1.119
C -1.07233 1.06836 0.22104 0.751 0.635 -3.186 -0.357
C -0.15503 2.29210 -2.08983 1.247 -0.808 -1.313 -0.658
C -1.15619 2.45565 0.15251 -0.281 -1.815 1.080 -0.707
C -0.64874 2.97311 -1.01058 0.264 0.608 -0.099 -0.214
H -0.75211 -0.84358 -0.68501 1.032 1.944 -1.069 0.114
H -1.57446 0.64440 1.00695 -0.734 -1.616 1.877 0.460
H -0.22850 0.11998 -4.02055 0.315 0.092 0.298 0.279
H 0.34559 -1.03614 -2.82116 0.362 0.384 -0.088 0.334
H 0.27532 2.74510 -3.03806 -0.746 -0.039 1.524 0.284
H -1.63823 3.01367 1.01901 0.937 -0.443 -1.531 0.313
H -0.53898 3.98598 -0.99246 -0.037 2.934 -0.542 0.400
H 1.40425 0.33436 -3.37065 0.581 -0.336 -0.388 0.334
C 0.80306 -1.69422 2.34993 -1.891 0.357 -0.104 -0.570
C 0.67033 -3.03065 3.04438 2.643 1.205 3.106 -0.967
H 1.45147 -1.74501 1.52297 0.999 -0.083 -1.081 0.308
H -0.20067 -1.31852 1.88279 1.667 -0.511 1.305 0.024
H 1.23134 -1.01081 3.07394 -0.224 0.598 -0.193 0.305
H 0.12824 -3.69518 2.53167 -2.392 -2.464 -2.039 0.389
H 1.66821 -3.59449 3.20937 -1.305 1.289 -0.082 0.251
H 0.18751 -2.86988 4.04986 0.505 -0.398 -0.909 0.246

***

23
Properties=species:S:1:pos:R:3:forces:R:3:mulliken_charge:R:1 method="wB97M-V/def2-TZVPD" total_charge=0 molar_mass_g_mol=122.211 smiles=Cc1ccccc1.CC relative_energy_ev=0.5673
C 0.67408 1.35351 -2.09067 0.129 1.285 1.200 -0.641
C 0.92760 2.88893 -2.27270 0.049 -1.718 -0.592 -0.893
H -0.39302 1.23084 -1.91327 0.040 -0.421 -0.056 0.144
H 1.03183 0.68240 -2.86531 -0.052 0.274 -0.288 0.370
H 1.19538 1.11320 -1.16335 -0.113 -0.566 0.008 0.196
H 0.17358 3.22699 -2.97956 0.286 0.630 -0.036 0.274
H 1.94354 3.01087 -2.64268 -0.070 0.395 -0.231 0.286
H 0.86040 3.39458 -1.31471 -0.258 0.108 -0.005 0.272
C 1.20801 -1.62661 2.60035 -1.045 0.965 -0.150 -1.351
C -1.95199 -0.69580 -0.17284 1.471 -0.784 0.526 -0.659
C -1.24777 -1.91957 -0.24683 -1.033 0.911 -0.251 -0.353
C -1.54603 0.21902 0.78527 -1.529 0.211 -1.084 -0.265
C -0.18564 -2.19725 0.60985 -1.734 0.957 -0.120 -0.705
C -0.53247 -0.04021 1.67745 -0.609 0.822 -0.299 -0.649
C 0.09748 -1.25018 1.61346 2.245 -1.656 0.077 1.154
H -2.73138 -0.44191 -0.87511 -0.158 -0.174 0.047 0.438
H -1.68534 -2.59978 -0.96360 0.624 -0.503 -0.116 0.347
H -2.15896 1.11162 0.79117 0.434 0.413 0.398 0.339
H 0.27567 -3.16671 0.53377 0.382 -0.040 0.280 0.366
H -0.29075 0.77811 2.34583 0.309 -0.457 0.405 0.343
H 0.96351 -1.10851 3.53097 0.242 -0.355 0.196 0.351
H 2.18490 -1.26116 2.28690 0.060 -0.211 -0.149 0.266
H 1.18735 -2.70239 2.72561 0.330 -0.087 0.241 0.372

***

23
Properties=species:S:1:pos:R:3:forces:R:3:mulliken_charge:R:1 method="wB97M-V/def2-TZVPD" total_charge=0 molar_mass_g_mol=122.211 relative_energy_ev=7.1114
C -0.80856 -2.02430 0.27626 -1.018 -1.792 -1.182 -1.276
C -0.91319 -0.68269 -0.36997 0.951 0.540 1.413 -0.367
C 0.39841 -0.21899 -1.00344 2.563 -1.919 -4.384 0.303
C 0.10710 0.65225 -2.19547 -0.464 0.538 -4.095 -1.023
C 0.09530 0.24106 0.27998 0.597 1.468 2.555 1.284
C 0.74814 -0.42898 1.47641 -2.269 0.990 0.991 -0.961
C 1.93449 -0.99282 1.56644 0.001 1.099 4.124 -0.638
C -0.04407 1.73706 0.31498 0.195 0.330 2.156 -1.013
C -1.17650 2.36047 0.59741 -0.719 0.520 0.274 -0.522
H -1.37573 -2.80612 -0.31473 1.291 0.585 -0.120 0.341
H -1.38739 -2.17516 1.20213 0.857 0.608 0.352 0.306
H 0.32981 -2.12010 0.31696 -2.314 -1.310 0.295 0.300
H -1.83660 -0.12485 -0.56338 0.259 -0.766 -0.729 0.577
H 1.49730 -0.77288 -1.16045 -3.491 0.494 0.483 0.129
H -0.21040 1.79790 -1.82214 1.010 -3.115 -1.786 0.289
H -0.95703 0.08330 -2.89851 3.479 2.117 2.089 0.194
H 1.15722 0.54543 -3.06124 -3.510 0.927 2.701 0.246
H -0.10181 -0.47949 2.20718 1.509 0.020 0.249 0.300
H 2.51160 -1.17674 2.54585 -1.448 -0.396 -1.635 0.268
H 2.49548 -0.80099 0.75440 2.437 0.110 -2.770 0.312
H 0.89778 2.27440 0.34744 0.129 0.082 -0.710 0.439
H -1.41597 3.46842 0.64012 0.700 -1.605 0.007 0.273
H -1.94538 1.64382 0.86376 -0.747 0.475 -0.277 0.242

***

23
Properties=species:S:1:pos:R:3:forces:R:3:mulliken_charge:R:1 method="wB97M-V/def2-TZVPD" total_charge=0 molar_mass_g_mol=122.211 smiles=Cc1ccccc1.CC relative_energy_ev=3.0011
C 0.04976 -2.14683 -1.09766 4.459 -4.808 0.354 -1.194
C -2.34748 0.40131 0.10855 -0.359 3.662 -0.669 -0.427
C -1.75514 -0.78262 -0.20025 -0.350 1.899 -0.318 -0.255
C -1.87569 1.58634 -0.54629 1.289 -1.493 -1.817 -0.327
C -0.69047 -0.94255 -1.08969 -2.214 2.579 -0.396 0.341
C -1.00577 1.48725 -1.64061 1.273 -4.280 1.225 -0.557
C -0.44796 0.14834 -1.90601 -2.164 1.315 2.967 -0.376
H -3.19274 0.62400 0.83179 1.213 -1.124 -0.776 0.294
H -2.28311 -1.48626 0.28563 -0.698 -3.549 1.597 0.477
H -2.08651 2.55910 -0.26390 -0.960 1.637 0.924 0.462
H -0.26843 2.12922 -2.07304 -0.802 1.647 -0.229 0.337
H 1.03079 -2.12329 -1.74185 -1.937 0.260 0.816 0.306
H -0.48350 -3.10953 -1.45139 0.538 1.592 0.681 0.287
H 0.37068 0.06631 -2.49733 2.237 -0.022 -2.217 0.400
H 0.55589 -2.42092 -0.02952 -1.564 0.661 -2.195 0.223
C 2.60264 0.29930 1.78210 -3.349 -0.936 1.862 -0.944
C 1.11362 0.66580 1.59197 -0.387 1.109 -2.032 -0.338
H 2.57737 -0.10480 2.88248 0.832 -0.435 -2.546 0.209
H 2.73368 -0.22690 0.85181 1.253 -1.224 0.505 0.330
H 3.21302 1.10939 1.80401 1.888 2.509 0.025 0.327
H 0.83916 1.50417 0.85755 0.970 -0.829 0.869 0.170
H 0.63029 0.96640 2.50846 -0.469 -0.493 0.244 0.409
H 0.71988 -0.20323 1.03322 -0.700 0.322 1.127 -0.153

***

23
Properties=species:S:1:pos:R:3:forces:R:3:mulliken_charge:R:1 method="wB97M-V/def2-TZVPD" total_charge=0 multiplicity=3 molar_mass_g_mol=122.211 relative_energy_ev=2.1004
C 0.79474 -0.68012 0.36168 0.711 -0.631 -0.652 0.292
C -0.40472 -0.93129 0.08406 4.166 -2.250 5.089 -0.970
C 2.11207 -0.69907 0.98914 1.020 1.192 -1.391 -0.919
C -1.51198 -0.89600 -0.57014 -7.686 0.580 -4.293 0.971
C 1.46595 0.60679 0.53272 0.732 1.740 1.808 1.368
C -2.91578 -0.93498 0.03821 1.607 -3.043 -1.423 -1.378
C -1.50897 -1.15676 -2.07175 -1.710 1.938 1.308 -1.192
C 0.77227 1.35306 1.76173 0.235 1.667 -2.371 -1.246
C 1.96298 1.54890 -0.47956 1.066 0.821 -1.361 -1.634
H 2.41728 -0.77293 1.99368 -0.253 -0.318 1.542 0.336
H 2.94615 -0.97826 0.32431 -0.654 -0.320 0.039 0.238
H -3.49687 -0.10880 -0.21457 -0.771 1.738 -0.519 0.345
H -2.86304 -1.03370 1.08659 -0.100 -0.210 1.271 0.402
H -3.44899 -1.81178 -0.44314 0.232 0.625 0.756 0.342
H -2.18932 -2.04974 -2.20097 0.634 1.189 -0.485 0.384
H -0.51573 -1.33529 -2.32307 1.620 -0.665 -0.899 0.343
H -1.80218 -0.17752 -2.54821 -0.304 -1.350 -0.311 0.267
H 1.28501 2.37970 2.04039 -0.845 -2.227 -0.491 0.335
H 0.70742 0.65963 2.57219 -0.163 -0.107 0.692 0.369
H -0.23667 1.56753 1.32782 0.559 0.166 0.964 0.283
H 2.53513 1.07287 -1.28985 -0.340 -0.182 0.127 0.364
H 2.71425 2.19008 0.00692 -0.333 0.261 -0.151 0.406
H 1.18101 2.18765 -0.97819 0.577 -0.616 0.751 0.294

***

23
Properties=species:S:1:pos:R:3:forces:R:3:mulliken_charge:R:1 method="wB97M-V/def2-TZVPD" total_charge=+1 multiplicity=2 molar_mass_g_mol=122.211 relative_energy_ev=2.2423
C -1.91014 1.23572 -2.13679 -4.514 -0.510 -0.240 -1.305
C -1.36021 -1.05057 1.50909 1.572 -1.568 -0.123 -0.355
C -2.31386 -0.02844 1.48830 -0.090 1.838 -1.292 -0.336
C -0.42986 -1.19266 0.35131 -2.106 -1.004 1.680 -0.725
C -2.65206 0.57513 0.25024 -4.028 1.061 3.907 -0.182
C -0.76996 -0.47532 -0.75663 1.183 -1.121 -0.529 -0.120
C -1.93307 0.36561 -0.88739 2.128 1.089 -1.537 0.785
H -1.39082 -1.78902 2.38914 0.440 1.185 -1.470 0.374
H -2.66746 0.47507 2.40823 -0.223 -0.956 -0.524 0.409
H 0.27825 -2.05090 0.38152 -0.445 1.188 -0.232 0.672
H -3.63749 1.22119 0.43110 2.497 -0.984 -1.336 0.284
H -0.13479 -0.57092 -1.64374 -0.280 -0.062 0.289 0.344
H -3.03524 1.39281 -2.61470 2.703 -0.421 1.408 0.343
H -1.32007 0.84958 -2.92808 0.673 -0.564 -0.467 0.421
H -1.58222 2.22573 -1.90657 0.263 0.776 0.406 0.338
C 3.01921 -0.81766 0.78882 -0.573 0.324 2.274 -0.514
C 3.25366 0.51054 0.14835 -4.641 1.746 -0.918 -0.713
H 3.46273 -0.80199 1.81924 -0.411 -0.520 -0.963 0.282
H 2.01504 -1.27803 0.83155 0.281 1.034 0.229 -0.017
H 3.49601 -1.46708 0.16652 1.809 -2.406 -1.113 0.318
H 3.90867 0.47524 -0.68607 0.682 0.089 -0.518 0.294
H 2.18936 0.94932 -0.27156 2.454 -0.904 0.678 0.107
H 3.51432 1.24664 0.86813 0.625 0.692 0.389 0.297

***

23
Properties=species:S:1:pos:R:3:forces:R:3:mulliken_charge:R:1 method="wB97M-V/def2-TZVPD" total_charge=+1 multiplicity=2 molar_mass_g_mol=122.211 relative_energy_ev=0.1205
C -2.00844 2.87121 1.73560 -0.457 -0.480 0.105 -1.190
C -1.19819 1.80041 0.99836 -0.774 0.198 0.563 -0.557
H -1.88276 2.73632 2.81033 0.110 0.057 0.023 0.322
H -1.70038 3.88557 1.49672 -0.015 0.006 -0.162 0.334
H -3.07883 2.75140 1.56034 0.045 0.210 -0.174 0.338
H -1.52841 0.80510 1.31018 -0.024 -0.021 -0.053 0.268
H -0.19538 1.92753 1.34479 0.955 -0.115 -0.239 0.266
H -1.28296 1.85090 -0.08683 0.127 0.172 -0.037 0.273
C 0.46337 -2.77820 0.86331 -0.153 0.153 1.004 -1.449
C -0.38596 -1.39414 -1.04825 -0.415 0.195 -0.356 -0.425
C 0.44205 -1.53110 0.09059 0.713 -0.106 -0.306 1.038
C -0.19256 -0.35700 -1.90478 0.551 0.420 -0.389 -0.377
C 0.85837 0.59312 -1.67504 -0.444 -0.857 -0.016 -0.374
C 1.40402 -0.48970 0.39152 -0.715 -0.407 0.076 -0.255
C 1.60726 0.51920 -0.49327 0.657 0.502 0.102 -0.489
H -1.14311 -2.12983 -1.28585 0.082 -0.134 0.183 0.417
H -0.72521 -0.26145 -2.84254 -0.241 -0.149 0.161 0.446
H 1.31362 -3.43352 0.64003 0.022 0.136 -0.473 0.365
H -0.45566 -3.34504 0.77902 -0.071 -0.135 -0.141 0.397
H 1.08457 1.30360 -2.45735 -0.003 0.229 0.158 0.428
H 1.90601 -0.55824 1.34777 0.273 0.081 -0.144 0.420
H 2.37442 1.26179 -0.31472 -0.055 0.007 0.088 0.416
H 0.65013 -2.54601 1.91825 -0.167 0.038 0.028 0.387

***

23
Properties=species:S:1:pos:R:3:forces:R:3:mulliken_charge:R:1 method="wB97M-V/def2-TZVPD" total_charge=+1 multiplicity=2 molar_mass_g_mol=122.211 relative_energy_ev=0.2510
C -0.48110 3.17062 1.45311 -0.078 -1.023 -0.111 -0.859
C 0.30899 2.53849 0.29488 0.156 0.809 -0.066 -0.624
H 0.11859 3.29940 2.34995 0.155 0.276 -0.067 0.272
H -0.91885 4.11648 1.14070 -0.011 -0.032 0.152 0.337
H -1.28769 2.48429 1.73918 -0.082 0.272 0.058 0.233
H 1.09712 1.83730 0.57354 -0.190 -0.077 0.231 0.242
H 0.80137 3.33375 -0.26100 0.179 -0.016 -0.098 0.382
H -0.36408 2.06739 -0.41518 -0.087 -0.137 -0.138 0.076
C -0.80031 -1.21721 -2.42239 -0.445 0.945 -0.788 -1.434
C 0.86516 -2.34801 -0.96588 0.006 0.131 0.820 -0.594
C -0.16863 -1.39242 -1.10797 0.037 -0.139 -0.738 1.070
C 1.36486 -2.56180 0.28609 -0.627 -0.504 0.019 -0.386
C 0.89867 -1.79640 1.40305 0.022 -0.098 -0.018 -0.303
C -0.68968 -0.67173 0.03179 0.888 -0.173 -0.150 -0.375
C -0.15399 -0.89729 1.27557 -0.765 0.435 -0.470 -0.479
H 1.16475 -2.95666 -1.80370 0.030 0.023 -0.114 0.428
H 1.94230 -3.44679 0.50629 0.585 0.196 -0.125 0.404
H -0.26170 -1.54201 -3.31519 0.201 -0.482 0.506 0.400
H -1.03401 -0.16472 -2.64554 0.014 -0.018 0.448 0.361
H 1.37109 -1.93125 2.36382 0.040 -0.087 0.114 0.440
H -1.39823 0.11797 -0.16766 -0.295 -0.147 0.197 0.611
H -0.58075 -0.35867 2.10598 0.298 0.040 0.284 0.435
H -1.79388 -1.68073 -2.41946 -0.030 -0.193 0.054 0.365

***

In order of appearance, max |F| = 0.026, 0.083, 0.054, 0.106, 0.128, 0.172, 0.111, 0.020, 0.025 Eh/bohr.